Version a
{"formula": "C3H7NO3", "method": "ωB97M-V/def2-TZVPD", "mol_weight_da": 105.09, "charge": 0, "smiles": "O=C(O)NCCO", "symbols": ["O", "C", "O", "N", "C", "C", "O", "H", "H", "H", "H", "H", "H", "H"], "positions_angstrom": [[-1.550, 1.754, -0.917], [-0.540, 1.229, -0.489], [0.736, 1.520, -0.903], [-0.602, 0.226, 0.411], [0.527, -0.232, 1.183], [0.998, -1.687, 0.761], [0.029, -2.340, -0.038], [0.626, 1.610, -1.858], [-1.413, -0.330, 0.565], [1.400, 0.391, 1.037], [0.356, -0.352, 2.256], [1.097, -2.311, 1.654], [1.970, -1.619, 0.267], [0.319, -2.466, -0.933]], "mulliken_charge": [-0.586, 0.583, -0.470, -0.120, -0.484, -0.346, -0.540, 0.313, 0.205, 0.277, 0.314, 0.278, 0.276, 0.303]}

Version b
{"formula": "C3H7NO3", "method": "ωB97M-V/def2-TZVPD", "mol_weight_da": 105.09, "charge": 0, "smiles": "CC(C)(O)ON=O", "symbols": ["C", "C", "C", "O", "O", "N", "O", "H", "H", "H", "H", "H", "H", "H"], "positions_angstrom": [[0.193, -0.730, 1.464], [-0.191, -0.034, 0.155], [1.090, 0.362, -0.588], [-0.925, 1.129, 0.537], [-0.982, -0.994, -0.568], [-1.372, -0.588, -1.853], [-1.771, 0.580, -1.915], [-0.703, -1.100, 1.978], [0.838, -1.597, 1.283], [0.699, -0.044, 2.151], [1.636, -0.521, -0.938], [1.748, 0.961, 0.052], [0.869, 0.981, -1.465], [-1.131, 1.594, -0.294]], "mulliken_charge": [-1.570, 1.126, -1.268, -0.538, -0.203, 0.171, -0.307, 0.356, 0.378, 0.388, 0.355, 0.343, 0.374, 0.395]}

Version c
{"formula": "C3H7NO3", "method": "ωB97M-V/def2-TZVPD", "mol_weight_da": 105.09, "charge": 0, "smiles": "O=C=O.CCON", "symbols": ["O", "C", "O", "C", "C", "O", "N", "H", "H", "H", "H", "H", "H", "H"], "positions_angstrom": [[-2.084, 1.954, 1.311], [-0.955, 1.811, 1.494], [0.128, 1.703, 1.871], [0.635, -1.399, 0.377], [-0.452, -0.928, -0.575], [-0.618, 0.537, -0.605], [0.432, 1.306, -1.136], [1.621, -1.068, 0.053], [0.445, -1.032, 1.383], [0.648, -2.487, 0.392], [-1.432, -1.298, -0.274], [-0.237, -1.246, -1.605], [1.276, 1.143, -0.588], [0.592, 1.002, -2.097]], "mulliken_charge": [-0.388, 0.803, -0.408, -1.051, -0.238, -0.280, -0.470, 0.306, 0.253, 0.378, 0.290, 0.304, 0.246, 0.255]}

Version d
{"formula": "C3H7NO3", "method": "ωB97M-V/def2-TZVPD", "mol_weight_da": 105.09, "charge": 0, "smiles": "C[C@@]1(O)OO[C@@H]1N", "symbols": ["C", "C", "O", "O", "O", "C", "N", "H", "H", "H", "H", "H", "H", "H"], "positions_angstrom": [[1.583, 0.853, 0.347], [0.517, -0.224, 0.329], [1.028, -1.358, -0.232], [-0.068, -0.496, 1.590], [-1.293, 0.456, 1.106], [-0.900, 0.330, -0.229], [-1.623, -0.587, -1.035], [1.899, 1.063, -0.672], [2.429, 0.477, 0.918], [1.197, 1.751, 0.821], [0.380, -2.072, -0.140], [-0.783, 1.297, -0.728], [-2.017, -1.345, -0.491], [-2.349, -0.145, -1.583]], "mulliken_charge": [-1.465, 0.923, -0.518, -0.336, -0.303, -0.054, -0.579, 0.355, 0.349, 0.378, 0.354, 0.429, 0.217, 0.251]}

Computed relative energies in units of kcal/mol: version a 0.0; version b 65.6; version c 23.1; version d 77.6

Version a
{"formula": "H2N3O2S", "method": "ωB97M-V/def2-TZVPD", "mol_weight_da": 108.10, "charge": -1, "symbols": ["N", "N", "N", "O", "O", "S", "H", "H"], "positions_angstrom": [[-3.089, 0.419, 0.424], [0.761, 0.681, -0.433], [1.642, 0.107, 0.194], [3.077, 1.038, 0.121], [-1.995, 0.696, -0.158], [-4.489, -0.041, -0.058], [-0.220, 0.565, -0.141], [1.056, 1.533, -0.951]], "mulliken_charge": [0.090, 0.130, -0.180, -0.597, -0.671, -0.458, 0.418, 0.268]}

Version b
{"formula": "H2N3O2S", "method": "ωB97M-V/def2-TZVPD", "mol_weight_da": 108.10, "charge": -1, "symbols": ["N", "N", "N", "O", "O", "S", "H", "H"], "positions_angstrom": [[1.955, 0.457, 0.259], [0.913, 0.459, -0.342], [-1.421, 0.311, 0.608], [0.721, -0.719, -1.048], [-1.746, -0.365, -0.415], [-2.539, 0.808, 1.697], [2.448, -0.355, 0.221], [-0.330, -0.595, -0.980]], "mulliken_charge": [-0.541, 0.206, 0.023, -0.496, -0.527, -0.461, 0.229, 0.567]}

Computed relative energies in units of kcal/mol: version a 59.7; version b 0.0

Version a
{"formula": "C5H9NS", "method": "ωB97M-V/def2-TZVPD", "mol_weight_da": 115.20, "charge": 0, "symbols": ["C", "C", "C", "C", "C", "N", "S", "H", "H", "H", "H", "H", "H", "H", "H", "H"], "positions_angstrom": [[-0.452, 1.396, 0.036], [-0.344, -0.497, 1.454], [-0.162, -1.476, 0.220], [-0.587, 2.503, -0.880], [1.291, -1.539, -0.432], [-0.220, 0.851, 1.078], [-1.287, -1.035, -0.996], [-1.345, -0.655, 1.944], [0.468, -0.558, 2.180], [-0.281, -2.503, 0.724], [-0.914, 2.193, -1.912], [0.275, 3.021, -1.018], [-1.300, 3.103, -0.451], [1.350, -0.675, -1.077], [1.374, -2.409, -1.025], [2.133, -1.722, 0.157]], "mulliken_charge": [0.722, -0.461, -0.040, -1.191, -1.311, -0.339, -0.318, 0.276, 0.322, 0.269, 0.253, 0.369, 0.376, 0.296, 0.371, 0.406]}

Version b
{"formula": "C5H9NS", "method": "ωB97M-V/def2-TZVPD", "mol_weight_da": 115.20, "charge": 0, "smiles": "C1NCC1[C@@H]1CS1", "symbols": ["C", "N", "C", "C", "C", "C", "S", "H", "H", "H", "H", "H", "H", "H", "H", "H"], "positions_angstrom": [[0.710, 0.182, -1.201], [1.081, 1.585, -1.088], [0.215, 1.688, 0.103], [0.371, 0.200, 0.324], [-0.660, -0.651, 1.039], [-0.743, -2.059, 0.650], [-2.165, -1.049, 0.160], [1.448, -0.507, -1.545], [-0.270, 0.050, -1.689], [0.687, 2.109, -1.813], [-0.862, 1.767, -0.131], [0.607, 2.342, 0.943], [1.310, -0.010, 0.847], [-0.761, -0.413, 2.071], [-0.120, -2.372, -0.162], [-0.848, -2.861, 1.493]], "mulliken_charge": [-0.590, -0.522, -0.450, -0.276, -0.121, -0.783, -0.190, 0.366, 0.356, 0.215, 0.320, 0.283, 0.287, 0.553, 0.280, 0.272]}

Computed relative energies in units of kcal/mol: version a 23.7; version b 0.0

Version a
{"formula": "CH2O2S3", "method": "ωB97M-V/def2-TZVPD", "mol_weight_da": 142.23, "charge": 0, "symbols": ["C", "O", "O", "S", "S", "S", "H", "H"], "positions_angstrom": [[0.201, -0.203, 0.013], [-0.142, -1.057, 0.705], [1.031, 0.460, -0.570], [2.932, -0.205, -0.406], [-2.843, -0.446, -0.267], [-1.613, 1.038, -0.687], [3.518, 0.750, 0.184], [-3.084, -0.337, 1.029]], "mulliken_charge": [0.768, -0.316, -0.405, -0.075, -0.133, -0.148, 0.141, 0.167]}

Version b
{"formula": "CH2O2S3", "method": "ωB97M-V/def2-TZVPD", "mol_weight_da": 142.23, "charge": 0, "symbols": ["C", "O", "O", "S", "S", "S", "H", "H"], "positions_angstrom": [[1.475, 0.629, -0.242], [1.110, -1.449, 0.757], [-0.771, -2.798, 0.093], [1.805, 1.779, 0.738], [-1.685, 1.813, -0.592], [0.430, -2.160, -0.328], [-1.966, 0.650, 0.097], [-0.398, 1.537, -0.524]], "mulliken_charge": [-0.054, -0.358, -0.369, -0.005, -0.168, 0.784, 0.144, 0.025]}

Computed relative energies in units of kcal/mol: version a 0.0; version b 13.6